Record 1
{
  "formula": "C14H16",
  "method": "the ωB97M-V functional and the def2-TZVPD basis",
  "smiles": "Cc1ccccc1.Cc1ccccc1",
  "lumo_energy_ev": 0.91,
  "gap_ev": 9.99,
  "spin_multiplicity": 1,
  "e_homo_ev": -9.078,
  "elements": ["C", "C", "C", "C", "C", "C", "C", "H", "H", "H", "H", "H", "H", "H", "H", "C", "C", "C", "C", "C", "C", "C", "H", "H", "H", "H", "H", "H", "H", "H"],
  "xyz": [[3.162, 0.217, -3.482], [2.262, -0.626, -2.652], [1.252, 0.021, -2.026], [0.467, -0.669, -1.126], [0.815, -1.886, -0.647], [1.808, -2.512, -1.392], [2.532, -1.926, -2.416], [3.897, 0.983, -3.155], [2.503, 0.697, -4.268], [3.745, -0.453, -3.969], [0.949, 1.010, -2.105], [-0.243, -0.195, -0.417], [0.316, -2.411, 0.276], [2.010, -3.650, -1.470], [3.199, -2.509, -2.991], [-2.570, -1.056, 1.253], [-2.166, 0.349, 1.764], [-3.010, 1.339, 2.117], [-2.580, 2.488, 2.882], [-1.279, 2.826, 2.965], [-0.392, 1.849, 2.395], [-0.711, 0.640, 1.866], [-3.366, -1.462, 1.879], [-1.668, -1.719, 1.215], [-3.101, -0.872, 0.249], [-4.001, 1.078, 2.108], [-3.500, 2.835, 3.430], [-0.889, 3.748, 3.504], [0.631, 2.127, 2.747], [-0.074, -0.257, 1.464]]
}

***

Record 2
{
  "formula": "C14H16",
  "method": "the ωB97M-V functional and the def2-TZVPD basis",
  "smiles": "Cc1ccccc1.Cc1ccccc1",
  "lumo_energy_ev": 0.96,
  "gap_ev": 9.91,
  "spin_multiplicity": 1,
  "e_homo_ev": -8.942,
  "elements": ["C", "C", "C", "C", "C", "C", "C", "H", "H", "H", "H", "H", "H", "H", "H", "C", "C", "C", "C", "C", "C", "C", "H", "H", "H", "H", "H", "H", "H", "H"],
  "xyz": [[-2.356, -4.137, -2.007], [-1.577, -3.045, -1.312], [-2.073, -2.480, -0.147], [-1.317, -1.601, 0.640], [0.005, -1.440, 0.298], [0.564, -1.970, -0.865], [-0.240, -2.788, -1.636], [-1.793, -5.055, -1.989], [-2.469, -3.848, -3.057], [-3.304, -4.365, -1.531], [-3.108, -2.624, 0.143], [-1.751, -1.137, 1.514], [0.679, -0.826, 0.883], [1.543, -1.638, -1.172], [0.098, -3.090, -2.628], [-0.677, 1.856, -0.705], [0.380, 2.306, 0.246], [0.417, 1.874, 1.576], [1.461, 2.283, 2.379], [2.501, 3.064, 1.883], [2.454, 3.492, 0.573], [1.347, 3.177, -0.221], [-1.204, 2.684, -1.203], [-1.515, 1.186, -0.489], [-0.246, 1.329, -1.568], [-0.470, 1.404, 1.985], [1.496, 2.042, 3.426], [3.266, 3.418, 2.550], [3.191, 4.125, 0.119], [1.289, 3.559, -1.235]]
}

***

Record 3
{
  "formula": "C14H16Br2CaIN3O2",
  "method": "the ωB97M-V functional and the def2-TZVPD basis",
  "lumo_energy_ev": -6.22,
  "charge": 2,
  "gap_ev": 8.94,
  "spin_multiplicity": 1,
  "e_homo_ev": -15.170,
  "elements": ["Ca", "Br", "C", "C", "C", "N", "C", "C", "C", "C", "C", "Br", "C", "C", "N", "H", "H", "H", "H", "H", "H", "N", "C", "O", "C", "I", "H", "H", "H", "H", "C", "C", "O", "H", "H", "H", "H", "H", "H"],
  "xyz": [[0.774, -0.177, 0.017], [-1.993, 5.998, -1.065], [-1.296, 4.276, -0.823], [-2.082, 3.260, -0.296], [-1.503, 2.020, -0.127], [-0.235, 1.748, -0.447], [0.524, 2.727, -0.971], [0.024, 4.005, -1.164], [1.931, 2.371, -1.303], [2.731, 3.208, -2.065], [4.051, 2.852, -2.314], [5.146, 3.954, -3.360], [4.541, 1.668, -1.779], [3.670, 0.878, -1.059], [2.391, 1.195, -0.828], [-3.111, 3.439, -0.018], [-2.080, 1.200, 0.287], [0.643, 4.797, -1.557], [2.348, 4.127, -2.482], [5.568, 1.368, -1.926], [4.019, -0.060, -0.645], [0.196, -1.568, 4.104], [0.476, -1.723, 2.822], [0.119, -0.907, 1.954], [1.238, -2.974, 2.447], [2.714, -2.491, 0.962], [-0.350, -0.774, 4.408], [0.485, -2.226, 4.809], [0.572, -3.709, 2.001], [1.764, -3.426, 3.282], [0.763, -2.598, -2.659], [-0.476, -1.734, -2.520], [-0.673, -1.291, -1.136], [0.844, -2.951, -3.687], [0.701, -3.472, -2.010], [1.667, -2.030, -2.428], [-1.355, -2.282, -2.851], [-0.385, -0.835, -3.129], [-1.454, -1.738, -0.789]]
}

***

Record 4
{
  "formula": "C14H16Cl4O7P",
  "method": "the ωB97M-V functional and the def2-TZVPD basis",
  "lumo_energy_ev": 0.28,
  "charge": -1,
  "gap_ev": 3.72,
  "spin_multiplicity": 1,
  "e_homo_ev": -3.444,
  "elements": ["Cl", "C", "C", "Cl", "C", "O", "C", "O", "C", "Cl", "C", "Cl", "C", "C", "O", "P", "C", "C", "O", "O", "C", "C", "O", "O", "C", "C", "H", "H", "H", "H", "H", "H", "H", "H", "H", "H", "H", "H", "H", "H", "H", "H"],
  "xyz": [[-1.476, 1.985, 2.675], [-0.722, 0.542, 2.158], [-1.490, -0.563, 1.854], [-3.177, -0.606, 1.988], [-0.861, -1.773, 1.339], [-1.508, -2.535, 0.606], [0.569, -2.040, 1.846], [0.919, -3.143, 2.273], [1.334, -0.792, 1.976], [2.996, -0.995, 2.292], [0.711, 0.450, 2.031], [1.659, 1.880, 2.169], [-1.669, -6.117, 0.141], [-0.814, -4.927, -0.157], [0.544, -5.250, -0.392], [1.705, -4.239, -0.932], [1.180, -3.471, -2.403], [1.241, -2.078, -2.683], [1.593, -1.531, -3.725], [0.832, -1.389, -1.552], [1.441, -0.094, -1.455], [2.905, -0.133, -1.077], [2.321, -3.273, 0.005], [2.721, -5.455, -1.375], [4.103, -5.358, -0.955], [4.741, -6.725, -0.977], [-2.588, -5.714, 0.555], [-1.900, -6.644, -0.781], [-1.231, -6.790, 0.872], [-1.230, -4.343, -0.983], [-0.827, -4.273, 0.712], [1.148, -4.106, -3.278], [1.320, 0.381, -2.439], [0.826, 0.400, -0.699], [3.151, 0.746, -0.473], [3.155, -1.044, -0.517], [3.493, -0.116, -2.004], [4.629, -4.658, -1.622], [4.143, -4.958, 0.071], [5.772, -6.569, -0.659], [4.248, -7.404, -0.274], [4.711, -7.162, -1.978]]
}

***

Record 5
{
  "formula": "C14H16ClN4OPdS2",
  "method": "the ωB97M-V functional and the def2-TZVPD basis",
  "lumo_energy_ev": [0.24, -0.34],
  "gap_ev": [7.52, 6.93],
  "spin_multiplicity": 2,
  "s2": 0.76,
  "e_homo_ev": [-7.276, -7.271],
  "elements": ["Pd", "O", "N", "C", "C", "C", "C", "C", "S", "H", "H", "H", "H", "Cl", "C", "C", "C", "C", "N", "C", "H", "H", "H", "H", "C", "N", "C", "C", "N", "C", "S", "H", "H", "H", "H", "H", "H", "H", "H"],
  "xyz": [[-0.688, 0.544, 0.285], [-1.493, -1.169, -0.921], [-0.501, -2.028, -1.026], [-0.767, -3.360, -0.933], [0.209, -4.298, -1.097], [1.532, -3.897, -1.358], [1.795, -2.541, -1.454], [0.793, -1.601, -1.282], [1.139, 0.088, -1.332], [-1.800, -3.590, -0.725], [-0.043, -5.344, -1.037], [2.319, -4.621, -1.486], [2.790, -2.174, -1.653], [-2.794, 3.050, -4.388], [-2.585, 3.093, -2.677], [-3.316, 4.006, -1.908], [-3.085, 3.996, -0.528], [-2.188, 3.110, 0.013], [-1.490, 2.225, -0.748], [-1.695, 2.227, -2.085], [-4.022, 4.680, -2.362], [-3.612, 4.687, 0.113], [-1.986, 3.090, 1.082], [-1.120, 1.522, -2.671], [1.630, 1.887, 1.986], [1.498, 0.480, 2.293], [2.561, -0.420, 1.863], [1.914, -1.800, 2.019], [0.508, -1.493, 1.807], [0.288, -0.144, 2.073], [-1.232, 0.435, 2.620], [2.564, 2.252, 2.409], [0.798, 2.427, 2.443], [1.632, 2.070, 0.893], [3.443, -0.288, 2.492], [2.829, -0.223, 0.814], [2.082, -2.199, 3.027], [2.267, -2.520, 1.278], [-0.176, -2.154, 2.160]]
}

***

Record 6
{
  "formula": "C14H16F5LiN2O3S",
  "method": "the ωB97M-V functional and the def2-TZVPD basis",
  "lumo_energy_ev": -0.24,
  "gap_ev": 5.80,
  "spin_multiplicity": 1,
  "e_homo_ev": -6.040,
  "elements": ["Li", "C", "N", "C", "C", "O", "C", "O", "C", "C", "O", "N", "C", "C", "H", "H", "H", "H", "H", "H", "H", "H", "H", "H", "H", "H", "H", "H", "H", "H", "F", "C", "C", "F", "C", "F", "C", "S", "C", "F", "C", "F"],
  "xyz": [[0.989, 0.251, 0.554], [1.905, -4.270, 1.379], [1.490, -3.642, 0.107], [1.181, -4.592, -0.964], [1.348, -2.315, 0.021], [1.574, -1.531, 0.976], [0.877, -1.796, -1.378], [0.679, -0.426, -1.300], [0.580, 0.538, -2.334], [0.773, 1.902, -1.662], [1.041, 1.969, -0.440], [0.544, 2.978, -2.442], [0.593, 4.309, -1.821], [0.281, 2.947, -3.884], [2.653, -5.023, 1.141], [1.047, -4.804, 1.824], [2.296, -3.535, 2.064], [2.054, -5.278, -1.094], [1.068, -4.052, -1.899], [0.298, -5.210, -0.775], [-0.063, -2.320, -1.675], [1.627, -2.029, -2.141], [-0.433, 0.528, -2.788], [1.350, 0.437, -3.111], [0.847, 4.236, -0.752], [-0.383, 4.774, -1.909], [1.399, 4.944, -2.280], [1.207, 2.727, -4.422], [-0.027, 3.985, -4.110], [-0.478, 2.187, -4.124], [-5.118, 0.626, 3.467], [-3.791, 0.784, 3.370], [-3.055, 0.386, 2.255], [-3.710, -0.116, 1.189], [-1.710, 0.543, 2.180], [-1.143, 0.168, 0.955], [-0.929, 1.162, 3.191], [0.728, 1.325, 3.152], [-1.696, 1.597, 4.293], [-1.099, 2.310, 5.312], [-3.068, 1.409, 4.391], [-3.724, 1.922, 5.484]]
}

***

Max |F| for every record listed, in sequence, given in eV Å⁻¹: 4.3 2.4 1.5 3.6 2.2 2.5.